Here is a structure of composition H24O12 in a non-equilibrium geometry from the Open Molecules 2025 dataset. Energies are from ωB97M-V with the def2-TZVPD basis set.

Kohn-Sham gap   0.302 Eh
Charge   0
Calculated total energy   -24946.5936 eV
HOMO   -0.3248 Ha
Spin multiplicity   1
Lowest unoccupied orbital energy   -0.02306 Ha

Each line ends with the Mulliken charge.
Positions of all 36 atoms, in Å:
O -4.2558 19.8834 -14.7199  -0.413
H -4.2008 19.7492 -15.6660  0.063
H -4.7265 20.7110 -14.6218  0.099
O -5.1097 20.9872 -17.2778  -0.696
H -5.6263 21.0929 -16.4790  0.314
H -5.6030 21.4615 -17.9471  0.279
O -6.4743 18.8418 -14.4409  -0.753
H -5.9214 19.6138 -14.3201  0.478
H -7.0269 19.0576 -15.1921  0.295
O -3.7905 19.7809 -12.4418  -0.734
H -4.0996 18.8751 -12.4547  0.336
H -4.3342 20.2293 -13.0895  0.457
O -3.7531 17.7240 -14.4668  -0.778
H -3.9721 18.6353 -14.6610  0.218
H -2.9705 17.7769 -13.9183  0.375
O -4.5517 18.8242 -16.5465  -0.591
H -4.9963 17.9790 -16.4815  0.302
H -4.4577 18.9741 -17.4872  0.374
O -2.3723 18.0893 -16.4445  -0.734
H -2.4896 17.1409 -16.3906  0.263
H -3.2601 18.4365 -16.5307  0.402
O -4.5855 21.9537 -13.5865  -0.579
H -4.9341 22.6371 -13.0139  0.272
H -5.1033 21.1768 -13.3757  0.176
O -5.7818 21.7796 -15.3609  -0.545
H -6.4929 22.3870 -15.5652  0.394
H -4.9849 22.2561 -15.5937  0.396
O -2.1293 20.5470 -14.5584  -0.681
H -2.9097 20.0079 -14.4298  0.509
H -1.4426 19.9230 -14.7935  0.307
O -3.3502 22.7118 -14.9793  -0.759
H -2.8986 23.2228 -14.3076  0.238
H -3.8714 22.0769 -14.4879  0.728
O -6.0289 20.5607 -13.0172  -0.774
H -6.6715 21.1214 -13.4516  0.328
H -6.5127 19.7633 -12.8020  0.438

***

Here is a cluster of 6 separate species, C26H24F32O10 in total in a non-equilibrium geometry from the Open Molecules 2025 dataset. Energies are from ωB97M-V with the def2-TZVPD basis set.

Kohn-Sham gap   0.427 Eh
Charge   0
Calculated total energy   -134786.1105 eV
HOMO   -0.4147 Ha
Spin multiplicity   1
Lowest unoccupied orbital energy   0.01227 Ha

Each line ends with the Mulliken charge.
Positions of all 92 atoms, in Å:
F -3.5633 0.8161 3.7086  -0.332
C -2.3300 0.4039 3.3852  -0.149
F -2.2758 0.5269 2.0371  0.026
C -1.2009 1.3160 4.0568  0.853
F -1.3699 1.2806 5.4174  -0.327
F -1.3800 2.6272 3.6977  -0.308
C 0.2027 0.9182 3.5842  -0.296
O 0.2753 -0.5052 3.8418  -0.400
C 1.4194 -1.0839 3.6717  0.691
F 1.9345 -0.8307 2.4413  -0.063
F 2.3893 -0.6177 4.5732  -0.340
C 1.3541 -2.6780 3.8612  0.126
F 1.0706 -2.8835 5.2034  -0.282
F 0.3004 -3.1159 3.1398  -0.240
H -2.2449 -0.6456 3.6692  0.322
H 0.8710 1.4643 4.2646  0.411
H 0.4148 1.1630 2.5680  -0.058
H 2.2662 -3.2433 3.5970  0.305
F -5.0304 -0.1843 -4.8065  -0.311
C -4.1671 0.4993 -3.9550  0.610
F -2.9685 0.1877 -4.4372  -0.263
C -4.3358 2.0441 -3.9600  1.022
F -5.6060 2.3829 -3.8070  -0.279
F -3.8546 2.5671 -5.1582  -0.330
C -3.5175 2.7504 -2.8815  -0.792
O -4.0395 2.2762 -1.6679  -0.261
C -4.1672 3.1796 -0.6447  0.708
F -3.0355 3.7459 -0.1995  -0.273
F -5.0173 4.2184 -0.9617  -0.319
C -4.7520 2.3707 0.4991  1.304
F -4.8320 3.0998 1.5808  -0.307
F -5.9543 1.8528 0.1856  -0.275
H -4.1990 0.1423 -2.9235  -0.119
H -3.5926 3.8520 -2.9720  0.590
H -2.4485 2.4987 -2.9987  0.002
H -4.0318 1.5395 0.6236  -0.665
F 3.6527 4.5354 1.7869  -0.301
C 3.3707 3.5528 0.8944  0.298
F 4.0322 3.7890 -0.2337  -0.273
C 3.7173 2.2250 1.4441  1.013
F 3.1453 1.2396 0.6840  -0.088
F 3.1542 2.0754 2.6490  -0.313
C 5.2779 1.9742 1.5866  -1.108
O 5.4884 0.8521 2.3618  -0.357
C 5.9003 -0.2710 1.8563  0.815
F 4.9821 -0.7371 0.9127  -0.189
F 7.0716 -0.1028 1.2470  -0.281
C 6.0524 -1.3395 3.0429  0.067
F 4.8994 -1.5976 3.7397  -0.158
F 6.5160 -2.4671 2.5182  -0.270
H 2.3275 3.6975 0.6650  0.133
H 5.7464 2.8620 2.0340  0.405
H 5.7933 1.7228 0.6689  0.431
H 6.8317 -0.9879 3.6834  0.219
F 0.7616 -5.1694 -2.9775  -0.288
C 1.4319 -4.1641 -3.5956  0.109
F 0.8435 -3.9568 -4.7488  -0.266
C 1.4158 -2.9006 -2.7257  0.998
F 1.8758 -3.1757 -1.4944  -0.314
F 0.1085 -2.4062 -2.6016  -0.233
C 2.1675 -1.6918 -3.3951  -0.868
O 3.4420 -2.0446 -3.8592  -0.362
C 4.5504 -1.4311 -3.4729  0.861
F 4.5155 -0.0992 -3.6663  -0.295
F 4.8147 -1.6068 -2.1444  -0.253
C 5.8458 -1.9362 -4.2966  0.130
F 5.9796 -3.2415 -4.2594  -0.239
F 5.6809 -1.5705 -5.5892  -0.264
H 2.4764 -4.4540 -3.8004  0.280
H 2.2688 -0.9995 -2.5576  0.353
H 1.6498 -1.2331 -4.2370  0.439
H 6.7744 -1.4813 -3.9048  0.279
O 0.4162 2.7518 -0.4096  -0.595
C -0.0925 1.7029 -0.6265  0.069
O 0.0783 0.5986 0.0942  0.431
C -0.6895 -0.5054 -0.3954  0.109
C -1.3169 0.1248 -1.6893  0.788
O -0.8043 1.4623 -1.7384  -0.438
H -0.0035 -1.2960 -0.6086  -0.105
H -1.4256 -0.7654 0.3439  -0.076
H -2.4090 0.1486 -1.6338  -0.709
H -1.0474 -0.4870 -2.5462  0.410
O -3.8418 -0.7294 -0.1122  -0.291
C -4.7267 -1.1925 0.5626  0.503
O -4.8655 -1.0336 1.8710  -0.168
C -6.2159 -1.3807 2.2308  -0.397
C -6.8217 -1.9712 0.9667  -0.346
O -5.7126 -1.9458 0.0241  -0.411
H -6.1362 -2.0376 3.1105  0.310
H -6.7533 -0.5091 2.5594  0.284
H -7.5704 -1.3510 0.4726  0.277
H -7.2077 -2.9805 1.0756  0.262

***

Here is an isolated molecule of C4H8O2 from the Open Molecules 2025 dataset. Energies are from ωB97M-V with the def2-TZVPD basis set.

Kohn-Sham gap   0.363 Eh
Charge   0
Calculated total energy   -8371.2023 eV
HOMO   -0.3287 Ha
Spin multiplicity   1
Lowest unoccupied orbital energy   0.03410 Ha

Each line ends with the Mulliken charge.
Positions of all 14 atoms, in Å:
C 0.3986 1.1364 -0.9726  -1.079
C -0.2259 0.2163 -0.2400  0.938
C -1.6708 -0.1802 -0.5019  -0.424
O -2.0619 -1.4318 0.0047  -0.524
O 0.3107 -0.3534 0.8786  -0.362
C 1.7347 -0.4032 0.9227  -0.744
H -0.0254 1.4951 -1.8995  0.263
H 1.3128 1.6037 -0.6327  0.228
H -2.3150 0.6284 -0.1126  0.223
H -1.8223 -0.2127 -1.5871  0.301
H -1.7297 -1.4917 0.9088  0.338
H 2.0152 -0.6459 1.9467  0.226
H 2.2190 0.5415 0.6570  0.277
H 2.1008 -1.1733 0.2330  0.341

***

Here is a structure of composition C19H23BClN8O5Pb from the Open Molecules 2025 dataset. Energies are from ωB97M-V with the def2-TZVPD basis set.

Kohn-Sham gap   0.315 Eh
Charge   +1
Calculated total energy   -60674.8738 eV
HOMO   -0.4278 Ha
Spin multiplicity   1
Lowest unoccupied orbital energy   -0.11244 Ha

Each line ends with the Mulliken charge.
Positions of all 58 atoms, in Å:
Pb 0.2823 -0.3813 0.3197  1.377
C 2.0156 3.9036 0.5625  -1.154
C 0.9957 3.0133 0.2354  -0.335
N 1.3830 1.7602 0.4742  -0.110
N 2.6397 1.8181 0.9562  0.164
C 3.0414 3.0950 1.0172  -0.050
B 3.4405 0.5602 1.3669  0.022
N 3.5473 -0.3937 0.1557  0.354
C 4.6514 -0.7204 -0.5285  -0.078
C 4.3234 -1.6867 -1.4613  -1.129
C 2.9596 -1.8991 -1.2730  -0.444
N 2.4977 -1.1071 -0.3044  -0.352
N 2.6860 -0.1671 2.4997  0.225
C 3.1466 -0.4718 3.7214  -0.079
C 2.1344 -1.0848 4.4367  -1.101
C 1.0559 -1.1162 3.5556  -0.248
N 1.4020 -0.5663 2.3923  -0.196
H 2.0017 4.9759 0.4854  0.411
H 0.0150 3.2111 -0.1652  0.489
H 4.0247 3.3518 1.3738  0.440
H 4.5279 0.8732 1.7356  -0.091
H 5.5993 -0.2572 -0.3114  0.455
H 4.9745 -2.1693 -2.1680  0.410
H 2.3008 -2.5891 -1.7707  0.645
H 4.1563 -0.2297 4.0071  0.443
H 2.1766 -1.4560 5.4448  0.409
H 0.0506 -1.4795 3.6970  0.514
C -4.8984 -2.5480 2.7850  -0.833
O -3.7812 -1.6601 2.8359  -0.351
C -2.9381 -1.5395 1.8129  0.566
O -1.9444 -0.8420 1.9621  -0.453
N -3.2845 -2.2226 0.6826  -0.094
N -2.4831 -2.1404 -0.4450  -0.479
H -5.3261 -2.5302 3.7818  0.244
H -4.5853 -3.5659 2.5473  0.374
H -5.6507 -2.2043 2.0716  0.338
H -4.1942 -2.6431 0.5998  0.229
H -2.8588 -1.5045 -1.1402  0.192
H -2.3151 -3.0550 -0.8392  0.263
Cl -0.8955 1.1380 -8.0045  -0.181
C -0.9051 1.1481 -6.2852  0.071
C -1.4780 2.2102 -5.5964  -0.661
C -1.5308 2.1829 -4.2142  -0.549
C -1.0123 1.1103 -3.5067  0.267
O -1.1222 1.0733 -2.1375  0.419
C -0.3893 0.0586 -4.1943  1.051
C 0.1947 -1.1208 -3.5358  -0.286
O 0.1411 -1.3905 -2.3566  -0.351
C -0.3396 0.0976 -5.5855  -1.072
H -1.8936 3.0439 -6.1450  0.438
H -1.9775 3.0055 -3.6713  0.378
H 0.7084 -1.8053 -4.2379  0.266
H 0.1218 -0.7182 -6.1284  0.406
C -2.9130 1.6785 -0.8109  -0.482
O -2.5106 0.7934 -1.8368  -0.373
H -2.9270 2.7149 -1.1555  0.265
H -2.2875 1.5757 0.0792  0.138
H -3.9298 1.3617 -0.5828  0.268

***

Here is a structure of composition C24H50AsF5N2O2PtSi3Te from the Open Molecules 2025 dataset. Energies are from ωB97M-V with the def2-TZVPD basis set.

Kohn-Sham gap (alpha / beta)   0.317 / 0.223 Eh
Charge   +2
Calculated total energy   -141362.6436 eV
HOMO (alpha / beta)   -0.4997 / -0.5166 Ha
Spin multiplicity   5
<S²>   6.02
Lowest unoccupied orbital energy (alpha / beta)   -0.18221 / -0.29338 Ha

Each line ends with the Löwdin spin population.
Positions of all 89 atoms, in Å:
Pt 0.2862 0.6941 -0.7151  0.804
C 1.1939 -2.9291 3.2767  0.000
Si 0.4215 -3.9660 1.9440  0.003
C 1.6541 -4.4391 0.6389  0.000
C -0.5145 -5.4093 2.6308  0.000
As -2.1433 -0.5059 0.2963  1.054
Si -4.2770 -1.5011 1.4663  0.196
C -3.6711 -2.8282 2.5812  0.040
C -4.8599 0.0421 2.2954  0.042
C -5.1900 -2.0521 -0.0424  0.033
Si -0.4302 -0.4681 -2.7158  0.023
C 0.7783 -0.3846 -4.1242  0.002
C -0.4102 -2.2226 -2.0710  0.014
C -2.1304 0.1170 -3.2244  0.030
H 1.9939 -3.4854 3.7724  0.000
H 0.4603 -2.6562 4.0385  0.000
H 1.6207 -2.0159 2.8621  0.000
H 2.4357 -5.0773 1.0568  0.000
H 2.1400 -3.5546 0.2171  0.000
H 1.1822 -4.9886 -0.1787  0.000
H -1.2699 -5.0827 3.3477  0.000
H 0.1555 -6.0924 3.1565  0.000
H -1.0100 -5.9786 1.8419  0.000
H -2.9761 -2.4373 3.3221  0.000
H -3.1852 -3.6318 2.0316  0.000
H -4.5414 -3.2395 3.1052  0.008
H -4.1345 0.3843 3.0317  0.000
H -5.7960 -0.1918 2.8138  0.009
H -5.0624 0.8451 1.5866  0.001
H -4.6596 -2.8588 -0.5505  0.000
H -5.3657 -1.2359 -0.7428  0.003
H -6.1666 -2.4411 0.2629  0.007
H 1.7895 -0.6490 -3.8152  0.000
H 0.7928 0.5653 -4.6514  0.000
H 0.4462 -1.1508 -4.8325  0.000
H 0.4746 -2.4461 -1.4751  0.000
H -0.3871 -2.8596 -2.9631  0.001
H -1.2854 -2.5213 -1.4932  0.007
H -2.3530 1.1382 -2.9110  0.003
H -2.9023 -0.5463 -2.8282  0.009
H -2.2051 0.0919 -4.3145  0.003
F -0.6718 -3.0039 1.1870  0.033
Te -0.4967 1.0422 2.6914  0.021
F -1.6096 -0.3636 3.3988  0.013
F -1.6894 2.3957 3.2859  0.003
F 0.4298 -0.2884 1.3448  0.048
F 0.2579 2.3694 1.3854  0.012
O -1.8431 0.9346 1.2483  0.302
O 2.0447 -0.6393 -0.9835  0.124
C 3.2617 -0.4215 -1.0532  0.011
C 4.2313 -1.5542 -1.0388  0.008
C 4.5008 -1.7793 0.4747  0.000
C 4.8286 -0.5319 1.3197  0.000
C 3.6619 0.4537 1.5484  0.000
C 3.4565 1.4630 0.4099  0.003
N 3.7841 0.8162 -0.8839  -0.001
H 5.1535 -1.2789 -1.5542  0.002
H 3.8134 -2.4494 -1.4941  0.000
H 5.3218 -2.4920 0.5538  0.000
H 3.6192 -2.2652 0.9024  0.000
H 5.6990 -0.0083 0.9079  0.000
H 5.1508 -0.8969 2.2952  0.000
H 3.8292 1.0106 2.4720  0.000
H 2.7429 -0.1211 1.6914  0.000
H 4.1356 2.3088 0.5011  0.000
H 2.4386 1.8608 0.3901  0.002
H 4.7842 0.8090 -1.0288  0.000
C -0.3116 4.8653 0.6484  0.070
N -1.5485 4.5083 0.0082  0.625
C -2.7657 5.1425 0.4514  0.063
C -1.6344 3.3756 -0.8961  0.078
C -0.5032 3.3387 -1.8949  0.040
C -0.2940 4.4637 -2.6892  0.007
C 0.7770 4.5280 -3.5646  0.004
C 1.6570 3.4618 -3.6418  0.002
C 1.4427 2.3247 -2.8730  0.014
C 0.3586 2.2370 -1.9993  0.057
H -0.3641 4.5217 1.6884  0.037
H -0.2128 5.9513 0.6496  0.020
H 0.5277 4.3888 0.1508  0.001
H -2.5405 6.0787 0.9541  0.004
H -3.2643 4.4675 1.1584  0.034
H -3.4272 5.3026 -0.3988  0.014
H -2.6143 3.4175 -1.3738  0.005
H -1.6202 2.4919 -0.2427  0.047
H -0.9744 5.3067 -2.6207  0.001
H 0.9275 5.4104 -4.1713  0.000
H 2.5132 3.5110 -4.3019  0.000
H 2.1387 1.5047 -2.9397  0.002

***

Here is an isolated molecule of C9H11N5O2 in a non-equilibrium geometry from the Open Molecules 2025 dataset. Energies are from ωB97M-V with the def2-TZVPD basis set.

Kohn-Sham gap   0.298 Eh
Charge   0
Calculated total energy   -21056.2966 eV
HOMO   -0.3137 Ha
Spin multiplicity   1
Lowest unoccupied orbital energy   -0.01605 Ha

Each line ends with the Mulliken charge.
Positions of all 27 atoms, in Å:
C -3.7811 0.5131 1.4857  -1.051
C -3.0736 -0.6141 0.7021  0.624
O -3.7417 -1.5503 0.2880  -0.566
C -1.5849 -0.5865 0.4610  0.572
N -0.9119 0.5138 0.6996  -0.608
C 0.4525 0.6746 0.4011  0.083
C 1.0475 0.2337 -0.7485  0.234
N 2.3702 0.4745 -0.9870  -0.255
C 3.1404 1.0309 -0.0334  0.473
N 4.4310 1.2237 -0.2807  -0.466
N 2.7060 1.5321 1.0371  -0.536
C 1.3591 1.4219 1.3012  0.422
O 1.0115 1.9063 2.3714  -0.640
N 0.4073 -0.3954 -1.7621  -0.324
C -0.4718 -1.5399 -1.5463  -0.623
C -0.8714 -1.8127 -0.0827  -0.811
H -4.6190 0.0770 2.0489  0.352
H -4.1411 1.2743 0.7886  0.260
H -3.0606 0.9494 2.1828  0.341
H 2.8089 -0.2949 -1.4953  0.274
H 4.6535 1.3647 -1.2426  0.219
H 4.7910 1.8791 0.4122  0.308
H -0.0390 0.3018 -2.3536  0.289
H -1.3662 -1.3929 -2.1581  0.409
H 0.0497 -2.4149 -1.9364  0.264
H -0.0027 -2.0774 0.5179  0.395
H -1.5639 -2.6919 -0.0709  0.361